Entry 1:
{
  "formula": "C21H27N3O6S2",
  "method": "the ωB97M-V functional and the def2-TZVPD basis",
  "elements": ["C", "C", "O", "N", "H", "C", "H", "H", "C", "C", "C", "C", "C", "C", "C", "H", "H", "S", "O", "O", "N", "C", "C", "C", "C", "C", "C", "H", "H", "C", "H", "H", "H", "S", "O", "O", "N", "C", "H", "C", "O", "C", "C", "H", "H", "H", "H", "H", "H", "H", "H", "H", "H", "H", "H", "H", "H", "H", "H"],
  "positions_angstrom": [[3.208846, 1.478339, 2.763878], [2.442699, 0.510883, 3.578991], [2.646766, 0.309606, 4.654728], [1.640764, -0.205419, 2.859492], [1.560568, 0.137490, 2.023117], [0.948483, -1.376127, 3.479876], [1.591487, -2.026715, 4.228388], [0.630277, -1.869794, 2.574860], [-0.261325, -0.701462, 4.128629], [-1.376298, -0.177020, 3.295305], [-1.187357, 1.043235, 2.497049], [-2.013660, 1.666519, 1.706249], [-3.169484, 0.965374, 1.682905], [-3.487121, -0.432624, 1.950521], [-2.428639, -0.816692, 2.892976], [-2.596673, -2.064278, 3.320711], [-4.331633, -0.992964, 1.925433], [-4.423496, 1.455625, 0.453086], [-5.872389, 1.303958, 0.730323], [-4.165803, 2.807843, 0.110877], [-4.124983, 0.751945, -1.080141], [-2.916868, 0.737334, -1.749167], [-1.882527, 0.244348, -1.181226], [-0.588170, 0.398233, -1.590896], [-0.304786, 1.697377, -2.763784], [-1.544967, 2.075063, -3.180863], [-2.705294, 1.779316, -2.535466], [-3.657887, 2.308208, -3.326702], [-1.288637, 2.584401, -3.984790], [0.995093, 1.721812, -2.994951], [1.405996, 1.014980, -3.759827], [1.775645, 1.999316, -2.179608], [1.004964, 2.681614, -3.668281], [0.825736, -0.196222, -0.547872], [1.691201, 0.765785, -0.042043], [0.123895, -1.180510, 0.081342], [1.647702, -0.812674, -1.900449], [2.860355, -1.642721, -1.501028], [3.465971, -0.534334, -1.154309], [3.702133, -2.074518, -2.880248], [2.836923, -3.152195, -3.181143], [1.667267, -2.912465, -3.737433], [0.957585, -2.158369, -2.425822], [-0.041439, -1.773432, -2.622842], [0.841256, -2.851248, -1.780885], [1.035239, -3.472688, -3.941269], [1.620667, -1.884210, -4.300970], [4.550997, -2.336162, -2.291305], [3.759091, -1.040057, -3.569255], [2.993718, -2.254397, -0.810849], [-1.966565, -0.360414, -0.315690], [-4.987276, 0.992668, -1.710930], [-2.162537, 2.747894, 1.387766], [-0.385590, 1.581497, 3.078303], [-0.110455, -0.083991, 4.973579], [-0.903213, -1.775545, 4.672297], [3.160949, 2.554838, 3.274471], [4.408187, 1.279445, 2.754129], [2.884615, 1.564304, 1.630764]],
  "forces_ev_per_angstrom": [[2.950, 3.944, -1.904], [0.820, 2.344, -8.505], [2.212, -1.624, 12.181], [-0.637, -4.483, 4.225], [-1.296, 1.104, -6.113], [0.281, 2.083, -0.442], [-1.197, 1.708, -1.784], [-0.300, -1.061, 0.216], [-3.564, -5.733, 2.334], [3.121, 3.172, -3.059], [5.249, -0.247, 6.621], [-2.672, 2.847, -0.872], [-6.376, -5.051, -4.264], [7.214, 5.061, 4.015], [-5.845, -8.429, -0.619], [0.563, 3.856, -1.012], [-2.531, -1.093, -0.802], [-3.124, 2.140, -1.784], [2.866, -1.737, 0.213], [1.472, 2.617, 0.552], [-4.532, -2.581, -0.155], [-4.981, 4.101, 0.402], [7.233, -4.322, 3.123], [1.548, 5.445, -1.725], [-7.316, -8.292, 7.791], [3.854, -1.281, 2.281], [-4.094, 3.229, -7.550], [2.367, -1.576, 3.303], [-1.003, 3.518, -4.109], [7.711, 4.777, -4.528], [-0.345, 0.051, 1.132], [-1.676, -0.978, -1.152], [0.872, -0.806, 0.687], [-2.353, 1.619, -8.920], [1.605, 2.026, 2.083], [-1.644, -4.829, 5.183], [0.323, -6.487, 0.354], [4.059, 14.091, -7.157], [-0.348, -3.496, -0.251], [-4.499, 3.358, 3.084], [5.214, -3.604, -2.140], [6.364, 17.509, 5.862], [-2.210, 6.190, -5.419], [-0.424, -0.473, -0.681], [-0.221, -4.474, 5.291], [-9.211, -10.546, -3.926], [0.558, -2.326, -0.579], [1.308, -0.942, -1.115], [-0.138, -3.334, 1.336], [-0.156, -5.840, 6.156], [-0.486, -0.821, 0.694], [2.115, -0.495, 1.915], [1.171, -1.485, 0.178], [-0.178, 0.041, -1.715], [0.884, 0.702, 0.705], [1.848, 3.121, -1.159], [-0.065, -2.204, -1.181], [-3.012, 0.050, 0.185], [0.650, -0.059, 2.514]],
  "nbo_charge": [-0.7369, 0.6467, -0.6034, -0.6209, 0.3931, -0.2377, 0.2506, 0.2255, -0.3820, -0.0639, -0.1614, -0.2770, -0.2188, -0.1951, -0.1235, 0.1863, 0.2506, 2.2255, -0.9045, -0.9868, -0.8577, 0.0437, -0.2442, -0.3070, 0.1222, -0.2862, -0.0835, 0.2026, 0.2132, -0.6961, 0.2609, 0.2688, 0.2094, 2.3554, -0.9287, -0.9496, -0.6873, -0.2145, 0.1686, -0.0784, -0.5242, 0.0182, -0.2441, 0.1981, 0.1684, 0.1552, 0.1524, 0.2175, 0.2058, 0.1638, 0.2374, 0.4297, 0.2969, 0.2198, 0.2416, 0.1766, 0.2316, 0.2423, 0.2349],
  "energy_ev": -60619.30959,
  "charge": 0,
  "spin_multiplicity": 1,
  "fmax_ev_per_a": 19.53,
  "orbital_gap_ev": 8.15
}

***

Entry 2:
{
  "formula": "C6H6O7P2RhS2",
  "method": "the ωB97M-V functional and the def2-TZVPD basis",
  "elements": ["Rh", "O", "P", "O", "O", "O", "P", "O", "O", "O", "H", "H", "S", "C", "C", "C", "C", "C", "C", "S", "H", "H", "H", "H"],
  "positions_angstrom": [[0.307984, 0.557222, -0.684124], [0.614667, 4.200804, -1.366561], [-0.084443, 3.053010, -2.240159], [-0.736192, 3.610988, -3.421900], [-0.922581, 2.180616, -1.289056], [1.195949, 2.106222, -2.690733], [2.622357, 1.608984, -2.092703], [2.932299, 2.741892, -0.950510], [3.669279, 1.618558, -3.118733], [2.347358, 0.327812, -1.310822], [1.306206, 3.842336, -0.787585], [3.648224, 3.296834, -1.295261], [0.125242, 0.237988, 1.612163], [-0.750070, -1.284166, 1.692418], [-1.044578, -1.805994, 2.952430], [-1.731024, -3.000230, 3.089458], [-2.137291, -3.695563, 1.958765], [-1.851884, -3.189330, 0.702631], [-1.159396, -1.987376, 0.549665], [-0.838808, -1.423500, -1.083396], [-0.723566, -1.255736, 3.828448], [-1.950077, -3.389258, 4.076171], [-2.675642, -4.630062, 2.056772], [-2.164022, -3.722055, -0.187385]],
  "forces_ev_per_angstrom": [[-0.493, -0.627, 0.402], [-0.017, -0.056, -0.043], [-0.052, 0.424, -0.184], [0.008, -0.002, -0.011], [0.671, -0.467, 0.081], [-0.025, -0.068, 0.317], [0.422, 0.104, -0.260], [0.173, 0.017, -0.173], [-0.026, 0.093, 0.013], [-0.688, 0.277, 0.103], [-0.008, 0.041, -0.079], [-0.175, -0.071, 0.099], [0.038, 0.063, -0.491], [-0.036, -0.071, 0.002], [-0.014, -0.027, 0.010], [0.009, 0.016, 0.049], [-0.019, -0.031, -0.039], [-0.004, -0.008, 0.008], [-0.022, -0.039, 0.083], [0.250, 0.415, 0.120], [-0.004, -0.004, -0.004], [0.011, 0.019, 0.000], [0.003, 0.006, -0.017], [-0.002, -0.005, 0.012]],
  "mulliken_spin": [2.5940, -0.0004, 0.0013, 0.0116, 0.1336, 0.0130, -0.0055, 0.0017, 0.0087, 0.1168, -0.0001, 0.0004, 0.5272, 0.0091, -0.0004, 0.0140, 0.0091, 0.0026, 0.0029, 0.5745, -0.0082, 0.0016, 0.0012, -0.0087],
  "energy_ev": -63916.99782,
  "charge": -1,
  "spin_multiplicity": 5,
  "fmax_ev_per_a": 0.89,
  "orbital_gap_ev": [8.12, 6.33]
}

***

- Look up the charge of the second one.
  -1